C22H30BCl5N4O4PS2Sc | wB97M-V/def2-TZVPD

Structure (XYZ):
```
70
Properties=species:S:1:pos:R:3:lowdin_charge:R:1
Sc 11.8893 7.8600 9.6279 0.750
Cl 5.7096 7.9244 8.7703 0.712
Cl 7.1479 6.9950 6.1700 0.667
Cl 10.2525 6.9872 11.6625 0.703
Cl 7.2021 7.7880 11.5854 0.737
Cl 10.1038 6.2023 6.2528 0.678
S 12.7861 5.3582 10.5454 0.660
S 14.2400 8.9576 10.6446 0.704
P 11.4624 10.5430 8.5772 0.344
O 12.4491 9.3873 7.8379 -0.290
O 12.0951 11.8940 8.6903 -0.252
O 11.1477 9.7351 9.8426 -0.379
O 10.1497 10.5503 7.6762 -0.178
N 14.6476 5.2334 8.5859 -0.121
N 15.5008 5.8060 10.5896 -0.011
N 13.1850 8.7492 13.0982 -0.125
N 14.7913 7.2095 12.7231 0.005
C 9.1777 11.6513 7.6742 -0.585
C 8.0036 7.1018 7.6870 -0.700
C 13.2362 9.6430 6.5190 -0.595
C 14.3891 10.4967 6.8471 -0.029
C 9.8725 12.9144 7.2111 -0.033
C 12.2849 10.1946 5.5649 -0.035
C 8.0936 11.2301 6.6719 -0.021
C 8.4801 11.6216 9.0561 -0.010
C 16.0619 5.1538 8.5423 -0.055
C 9.3731 7.2901 10.1401 -0.668
C 10.0305 7.0848 8.9058 -0.257
C 13.7352 4.8531 7.5392 -0.067
C 13.4316 8.0658 14.2845 -0.059
C 14.1375 8.2876 12.1575 -0.728
C 9.3564 6.8717 7.6935 -0.672
C 7.9960 7.4818 10.1295 -0.723
C 7.3316 7.4340 8.8614 -0.699
C 14.3202 5.5353 9.9260 -0.748
C 14.3074 7.0709 14.0136 -0.066
C 12.4544 10.0239 12.9636 -0.044
C 16.5372 5.4574 9.7391 -0.085
C 13.6584 8.2554 6.1613 -0.029
B 15.8240 6.2414 12.0583 -0.444
H 14.1565 7.7853 7.0173 0.083
H 12.9947 8.4190 15.2159 0.123
H 7.5969 10.3967 7.1642 0.061
H 10.7046 13.3001 7.7811 0.069
H 16.5960 4.8564 7.6596 0.114
H 11.5656 10.0738 13.5958 0.089
H 10.1610 12.6982 6.1905 0.079
H 15.8928 5.2594 12.7483 0.075
H 14.1105 11.4108 7.4379 0.102
H 8.5517 10.8482 5.7536 0.095
H 12.0545 11.2709 5.7841 0.112
H 15.2226 9.9972 7.3509 0.093
H 7.3154 11.9843 6.5692 0.096
H 14.7637 6.3760 14.6676 0.109
H 9.0904 13.6848 7.1261 0.095
H 16.8912 6.8029 11.9000 0.075
H 14.3374 8.2524 5.2978 0.111
H 12.7065 10.1436 4.5892 0.095
H 14.3519 4.6654 6.5863 0.123
H 9.2333 11.5928 9.8828 0.092
H 13.2108 3.9252 7.8280 0.095
H 12.7624 7.6490 5.9395 0.071
H 12.0867 10.0878 11.9114 0.043
H 11.3597 9.7126 5.4858 0.075
H 13.1266 10.9154 13.1575 0.116
H 14.8271 10.8310 5.8580 0.119
H 13.0017 5.5946 7.2380 0.035
H 7.8383 10.7528 9.1490 0.068
H 7.8589 12.5354 9.0971 0.099
H 17.5756 5.5927 10.0926 0.134
```

Properties
HOMO-LUMO gap = 7.543 eV
E_tot = -5600.8476 a.u.
relative energy (zero: lowest compared OMol25 entry of this formula, charge and spin) = 1.351 eV
spin multiplicity = 1

C22H30Br36O2 | wB97M-V/def2-TZVPD

Structure (XYZ):
```
90
Properties=species:S:1:pos:R:3:lowdin_charge:R:1
Br -6.1105 6.6609 -2.8102 0.559
Br -5.4480 -3.0252 -2.7190 0.582
Br -6.9750 3.5900 -3.1785 0.562
Br -6.2372 -5.5266 -0.8685 0.569
Br 2.5152 3.1271 -1.4761 0.580
Br 8.5105 2.4458 -0.1830 0.570
Br 0.1592 0.2979 3.1244 0.580
Br 2.2044 2.7383 3.5401 0.545
Br 2.8844 -5.7634 0.1324 0.590
Br -0.1084 2.1963 5.7005 0.533
Br 1.4521 -5.3529 -7.0621 0.529
Br 0.0519 7.6095 -0.7185 0.560
Br 2.5045 -8.0569 -2.0843 0.582
Br -7.2737 5.0104 -0.3144 0.579
Br 3.3729 -0.7978 13.7099 0.558
Br -0.0560 5.0172 1.1719 0.554
Br 3.7255 5.9682 -2.3618 0.567
Br -9.9984 9.3868 -0.6977 0.556
Br -2.2703 -5.8493 -5.9713 0.533
Br 4.3539 -6.5722 -6.4256 0.561
Br 1.7828 -8.4951 -6.4934 0.553
Br -4.6853 -3.0179 0.3996 0.580
Br -0.7125 0.9489 11.5639 0.574
Br -2.6014 5.8030 -0.6041 0.586
Br 1.4958 -5.0689 -2.6770 0.642
Br -1.6261 0.0974 8.6062 0.558
Br -11.9291 7.0273 0.3096 0.556
Br 1.0677 -1.3427 15.8766 0.558
Br -9.4449 7.9529 2.1208 0.548
Br 1.3290 -3.2387 13.2994 0.557
Br -0.4940 3.0528 9.1490 0.549
Br -3.2086 -6.7256 -8.9129 0.565
Br 7.7255 1.2605 2.6945 0.555
Br -2.0158 -3.7859 -8.4166 0.546
Br 5.1380 3.2487 -3.3249 0.597
Br 9.8926 -0.2522 0.8712 0.560
O -2.5809 2.3114 -1.4101 0.058
O -1.6773 0.3427 -0.3259 -0.078
C -2.4858 1.0936 -1.2245 -0.371
C 6.1161 -0.0281 -1.4811 -0.146
C 1.5725 -1.4512 14.0081 -1.628
C 4.5596 -0.1216 -1.8861 -0.266
C -3.2972 -0.0848 -1.9828 -0.084
C -1.1282 -0.8895 -0.9328 -0.249
C -0.6721 5.8281 -0.4739 -1.608
C -1.9995 -1.0166 -2.2634 -0.115
C -5.9542 -3.6108 -0.9416 -1.603
C -1.4705 1.5473 9.8828 -1.602
C 1.7877 -6.4246 -1.3225 -1.583
C 4.1199 4.1214 -1.9251 -1.585
C 0.4020 2.0858 3.8338 -1.610
C 2.4472 -6.7155 -6.1068 -1.626
C 0.4264 -0.5705 -1.0230 -0.126
C -10.1266 7.7410 0.3182 -1.630
C 9.1246 1.4570 1.3669 -1.612
C 1.3387 -1.8236 -1.4463 -0.210
C 2.7871 -1.7075 -0.7132 -0.195
C -3.0211 -5.2603 -7.6581 -1.612
C 4.0209 -1.6379 -1.7482 -0.200
C -6.2607 4.9222 -1.9651 -1.614
H 2.2882 -6.5402 -5.0448 -0.112
H 3.7829 -2.0933 -2.7600 0.101
H 0.8149 -6.6693 -0.9023 -0.024
H 6.6013 0.8596 -2.0165 0.014
H 0.9010 -0.7964 13.4581 -0.084
H 0.7019 0.3000 -1.6955 0.118
H 9.9184 2.0425 1.8247 -0.030
H -0.2680 2.7410 3.2808 -0.061
H -1.5491 -0.7442 -3.2675 0.127
H -0.2934 5.2160 -1.2897 -0.037
H 0.9148 -2.8406 -1.1469 0.050
H -1.4666 -1.7174 -0.2238 0.153
H -9.4921 7.0100 -0.1785 -0.089
H 2.9178 -2.5874 0.0080 0.074
H -3.7846 0.3779 -2.8952 0.123
H 4.7460 4.1314 -1.0356 -0.024
H 6.6048 -1.0061 -1.7907 0.075
H -2.4791 1.8946 10.0944 -0.025
H -5.2525 4.6062 -1.7034 -0.065
H 4.4557 0.1739 -2.9910 0.088
H -6.9063 -3.1389 -0.7099 -0.026
H 1.5610 -1.8612 -2.5587 0.092
H -4.0218 -4.8895 -7.4494 -0.030
H -3.9745 -0.4404 -1.1470 0.084
H 2.8582 -0.7660 -0.0606 0.101
H 6.2762 0.1566 -0.3685 0.055
H 3.9532 0.6068 -1.2699 0.042
H -2.4472 -2.0530 -2.4150 0.083
H 4.8560 -2.2732 -1.2901 0.101
H 0.7595 -0.2753 0.0352 0.089
```

Properties
HOMO-LUMO gap = 9.562 eV
E_tot = -93671.0407 a.u.
relative energy (zero: lowest compared OMol25 entry of this formula, charge and spin) = 2.735 eV
spin multiplicity = 1

C22H30CaO2Si | wB97M-V/def2-TZVPD

Structure (XYZ):
```
56
Properties=species:S:1:pos:R:3:lowdin_charge:R:1
Ca 0.2339 -0.1508 -0.2608 1.196
Si -0.3305 -1.4597 -5.4646 0.624
O -1.4178 -1.4599 0.6574 -0.402
O 1.1836 -1.7696 0.9772 -0.405
C -0.6178 1.6271 1.5196 -0.237
C -3.4607 1.2606 -6.0251 -0.099
C -1.0243 -2.4503 -3.6493 -0.250
C 1.9672 -1.4724 2.1668 -0.058
C -1.9609 1.4215 -7.9326 -0.094
C -1.0593 -2.7929 1.1194 -0.173
C -1.4074 -0.0974 -6.0671 -0.297
C -2.7309 -1.0468 1.0850 -0.077
C 0.7976 1.7200 1.4773 -0.253
C 3.9550 -1.3878 -7.3240 -0.105
C -1.1326 2.1135 0.2845 -0.224
C 3.1484 -2.5496 -7.4290 -0.098
C -2.5953 0.3238 -5.4157 -0.115
C 3.4270 -0.2216 -6.7324 -0.098
C 2.1314 -0.2398 -6.1727 -0.125
C 1.1617 2.2584 0.2099 -0.237
C -0.0321 2.4981 -0.5274 -0.224
C -1.1070 0.4663 -7.3413 -0.099
C 1.3597 -1.4195 -6.1764 -0.345
C 0.4313 -3.0327 0.8777 -0.151
C 1.8558 -2.5503 -6.8719 -0.120
C -3.1422 1.8336 -7.2792 -0.100
H -0.1986 0.1420 -7.8784 0.102
H -2.0252 -2.2216 -4.1006 0.029
H -3.8143 2.5913 -7.7439 0.105
H -4.4001 1.5626 -5.5299 0.100
H 0.8255 -3.7650 1.5855 0.129
H -1.1520 -2.1405 -2.5705 0.013
H -3.4187 -1.9119 1.0534 0.097
H -1.7073 1.8458 -8.9218 0.103
H -2.1849 2.2586 0.0524 0.093
H 0.5803 -3.3858 -0.1495 0.111
H 4.9847 -1.3949 -7.7198 0.096
H 1.3550 -0.9183 2.9026 0.094
H -0.8317 -2.8620 -5.7728 0.021
H 1.4706 1.5187 2.3077 0.089
H -0.0987 2.9716 -1.5027 0.094
H -1.6665 -3.5363 0.5685 0.131
H 2.8016 -0.8486 1.8249 0.096
H -1.2859 -2.8697 2.1998 0.134
H -2.6799 -0.6575 2.1178 0.095
H -2.8637 -0.0912 -4.4281 0.080
H -1.2124 1.3519 2.3936 0.094
H 0.0016 -1.8407 -3.9319 -0.019
H -0.8076 -3.5185 -3.7715 0.025
H 1.2039 -3.4198 -6.9837 0.084
H 3.5408 -3.4285 -7.9585 0.097
H 2.1752 2.5024 -0.1103 0.094
H 1.7129 0.6813 -5.7483 0.098
H 4.0264 0.7052 -6.7203 0.100
H -3.0849 -0.2622 0.4095 0.086
H 2.3691 -2.3971 2.6073 0.095
```

Properties
HOMO-LUMO gap = 3.727 eV
E_tot = -1973.6430 a.u.
relative energy (zero: lowest compared OMol25 entry of this formula, charge and spin) = 4.262 eV
spin multiplicity = 1

C22H30F3N3O4 | wB97M-V/def2-TZVPD

Structure (XYZ):
```
62
Properties=species:S:1:pos:R:3:lowdin_charge:R:1
F 0.3695 -0.1504 2.6888 0.080
F -3.5180 1.3111 0.4040 0.186
F -0.8560 3.0437 1.6280 0.184
O -1.3801 -8.0468 -0.4322 -0.160
O -0.4755 6.2164 -2.2495 -0.160
O -2.1735 1.7444 -1.2730 0.232
O -1.8532 1.6095 2.9522 0.217
N -1.2689 1.0189 0.7554 0.118
N -0.1428 -3.3440 2.5180 0.227
N -2.1600 -1.8300 -0.8631 0.243
C -1.3750 1.8655 1.9042 -0.501
C 1.9837 1.5044 0.2826 -0.031
C 4.0579 2.1251 1.3457 -0.271
C -1.8115 -1.2067 0.0236 -0.169
C -0.0014 -0.9145 1.6041 -0.388
C -2.3288 1.3921 -0.1690 -0.495
C -0.3684 -8.7684 0.2442 -0.286
C -0.4713 -5.8016 0.0228 -0.085
C -1.3834 -0.3976 1.1640 -0.186
C 4.2114 0.8274 1.8161 -0.031
C -0.1512 -2.2915 2.0818 -0.120
C -0.4644 5.8870 -3.6268 -0.282
C 5.0855 3.1873 1.6741 -0.046
C 1.0742 -0.8434 0.4754 -0.031
C 3.2520 -0.1332 1.5209 -0.028
C -2.5572 5.0250 -1.6974 -0.075
C 2.9513 2.4596 0.5741 -0.029
C -0.6556 -9.0086 1.7168 -0.081
C -1.7495 6.3106 -1.6402 -0.279
C 2.1364 0.2089 0.7661 -0.229
C -1.2005 6.8814 -4.5086 -0.080
C -1.6575 -6.7490 0.0629 -0.279
H -1.5547 6.5693 -0.5990 0.118
H 1.5849 -1.7978 0.4163 0.125
H -0.0914 -5.7111 -0.9965 0.082
H -0.3019 -9.7264 -0.2718 0.117
H 0.1395 -9.6090 2.1603 0.076
H -2.4522 -6.3592 -0.5734 0.118
H -1.1098 6.5913 -5.5558 0.077
H 0.6092 -0.6079 -0.4747 0.122
H 0.3493 -6.1453 0.6539 0.066
H 3.3243 -1.1585 1.8561 0.117
H 5.0638 0.5592 2.4198 0.111
H 4.7882 3.7739 2.5390 0.082
H 2.8220 3.4563 0.1782 0.115
H -2.3191 7.1439 -2.0671 0.107
H -2.0027 4.2110 -1.2345 0.053
H -2.0687 -6.8063 1.0770 0.108
H -0.7217 -8.0767 2.2794 0.066
H -0.8525 4.8736 -3.7805 0.107
H -2.1310 -0.5639 1.9387 0.172
H 0.5879 5.8633 -3.9100 0.117
H 5.1642 3.8657 0.8310 0.075
H 1.1128 1.7420 -0.3040 0.104
H -2.7851 4.7268 -2.7212 0.072
H -0.7678 -4.8155 0.3760 0.040
H -3.5041 5.1519 -1.1705 0.082
H 0.6028 -8.2764 0.1165 0.106
H -0.7821 7.8815 -4.3866 0.081
H -2.2632 6.9345 -4.2694 0.065
H -1.6015 -9.5384 1.8387 0.080
H 6.0422 2.7156 1.8682 0.074
```

Properties
HOMO-LUMO gap = 9.270 eV
E_tot = -1621.0630 a.u.
spin multiplicity = 1

C22H30FIN2O4S | wB97M-V/def2-TZVPD

Structure (XYZ):
```
61
Properties=species:S:1:pos:R:3:lowdin_charge:R:1
I 0.6441 -3.9766 -0.4293 0.952
S 4.7580 -4.2258 1.2145 0.651
F -2.5770 -1.0725 0.8287 -0.028
O -0.1343 0.9717 1.2199 -0.317
O 0.6637 3.4647 2.2464 0.089
O -1.4726 4.2250 2.2030 -0.063
O 2.5409 -0.9849 2.7505 -0.418
N -0.6535 -1.1897 -0.8086 0.162
N 0.0793 1.0480 -2.5365 0.169
C -2.5233 0.0775 0.0312 -0.272
C 1.4772 -0.7499 1.9425 -0.541
C -3.8719 0.1226 -0.7371 -0.169
C 0.4018 -1.1847 -1.6677 -0.270
C -0.2388 3.4575 0.0651 -0.098
C -0.3193 3.7091 1.5935 -0.439
C -1.7535 2.4017 -1.7767 -0.123
C 4.1571 -3.6272 -1.3844 -0.283
C 0.9735 0.7437 2.0397 -0.395
C 2.2771 -2.4905 -2.5941 -0.295
C 3.1136 -3.7772 -2.5712 -0.209
C 2.6273 -1.4099 -3.4613 -0.054
C 0.7691 -0.1353 -2.5228 -0.211
C -2.1561 3.2252 2.9486 -0.261
C -1.4920 2.8553 4.2956 -0.076
C -1.6613 3.2937 -0.5032 -0.180
C -0.9444 1.0886 -1.7258 -0.190
C -4.9784 -0.4364 0.2242 -0.116
C 4.2287 -4.8612 -0.4451 -0.579
C 1.2033 -2.3763 -1.7376 -0.494
C -1.2934 -0.0553 -0.8838 -0.150
C 1.8703 -0.2645 -3.4071 -0.031
H 5.1397 -3.3201 -1.7801 0.103
H 3.4825 -1.4963 -4.1355 0.101
H 2.1584 0.5313 -4.1006 0.103
H 0.3009 4.3441 -0.3318 0.117
H -3.1791 3.5892 3.1767 0.106
H -4.9459 -1.5293 0.3124 0.065
H -1.3287 2.9969 -2.6053 0.104
H 3.7737 -4.5956 2.0738 -0.145
H 0.5652 -1.3762 2.1344 0.066
H -4.8127 -0.0115 1.2283 0.074
H -2.0026 4.3054 -0.8129 0.106
H 3.2669 -5.3709 -0.3289 0.001
H 3.7062 -3.8693 -3.4988 0.095
H -5.9890 -0.1527 -0.1213 0.057
H -4.2074 1.1333 -1.0023 0.089
H 3.8218 -2.7842 -0.7537 0.086
H 0.8187 0.9232 3.1274 0.073
H 2.5014 -4.6819 -2.4739 0.053
H 1.8729 1.3609 1.8369 0.082
H -2.8104 2.2379 -2.0369 0.086
H -3.8361 -0.5258 -1.6298 0.113
H -2.3846 2.9918 0.2687 0.089
H 5.0128 -5.5500 -0.7968 0.048
H -2.3603 0.9064 0.7298 0.108
H -2.2470 2.4350 4.9911 0.065
H 1.6454 -0.9267 0.8439 0.058
H 0.3924 2.5622 -0.0266 0.102
H -2.3000 2.2811 2.3943 0.099
H -0.7817 2.0309 4.1112 0.062
H -0.9883 3.6944 4.7953 0.073
```

Properties
HOMO-LUMO gap = 2.821 eV
E_tot = -2062.3676 a.u.
spin multiplicity = 1
total charge = -2

C22H30N2O4 | wB97M-V/def2-TZVPD

Structure (XYZ):
```
58
Properties=species:S:1:pos:R:3:lowdin_charge:R:1
O -2.1436 4.8883 0.2432 -0.050
O -1.2512 -0.5579 1.7126 0.063
O 4.8857 -4.9281 -3.5698 -0.191
O -0.6063 2.4908 -1.3810 0.040
N -0.1645 1.2641 -1.0334 0.116
N -0.3359 -1.5836 -0.0753 -0.040
C 1.4491 -2.9883 0.8030 -0.133
C -1.7755 2.7363 -0.7694 -0.220
C -3.5680 3.1854 3.7530 -0.042
C 4.3903 -3.3460 -1.7461 -0.181
C -0.8752 -0.5225 0.5496 -0.388
C -3.9541 4.5931 1.8252 -0.211
C 1.7252 -1.7862 -1.3592 -0.128
C -1.0440 0.7462 -0.2084 -0.171
C 0.2052 -1.6217 -1.4116 -0.144
C 3.9592 -4.5636 -2.5716 -0.239
C 3.6197 -3.2131 -0.4327 -0.177
C -2.6374 4.3523 1.4316 -0.240
C -0.0603 -2.7866 0.6824 -0.129
C 2.1030 -3.0488 -0.5812 -0.340
C -1.3597 2.0288 4.1266 -0.039
C -4.3930 4.0035 3.0031 -0.038
C -2.1130 1.6550 -0.0027 0.064
C 4.9604 -4.0347 -4.6516 -0.118
C -1.7973 3.5685 2.2086 0.017
C -2.2540 2.9568 3.3680 -0.268
C -4.8663 5.4578 1.0073 -0.036
C -2.4008 4.0871 -0.8962 -0.100
H -0.7750 3.4254 1.8904 0.137
H 1.8722 -2.1553 1.3680 0.129
H -1.2737 1.0887 3.5788 0.065
H -5.4083 4.1818 3.3285 0.112
H -1.7602 1.8172 5.1145 0.076
H 5.5954 -4.5094 -5.3973 0.088
H 2.1559 -0.9091 -0.8739 0.129
H -0.2393 -2.4795 -1.9321 0.132
H 4.0123 -2.3503 0.1106 0.120
H -0.5154 -3.6393 0.1665 0.132
H -0.3615 2.4495 4.2291 0.082
H -1.9575 4.6233 -1.7381 0.142
H -5.5221 4.8451 0.3864 0.084
H 1.6466 -3.9084 1.3549 0.120
H -3.9502 2.7201 4.6499 0.109
H -3.4827 3.9711 -1.0521 0.136
H 1.7028 -3.9204 -1.1106 0.139
H -5.4939 6.0652 1.6558 0.081
H 5.4516 -3.4625 -1.5152 0.122
H -0.5187 -2.6752 1.6663 0.121
H 4.2771 -2.4352 -2.3355 0.100
H 2.1037 -1.8346 -2.3798 0.113
H 3.8113 -4.1002 0.1759 0.117
H -4.2870 6.1128 0.3608 0.080
H -2.9709 1.5080 0.6170 0.134
H 3.9680 -3.8522 -5.0835 0.089
H -0.0490 -0.7070 -1.9429 0.102
H 2.9745 -4.3864 -3.0302 0.118
H 3.8930 -5.4409 -1.9222 0.130
H 5.4033 -3.0750 -4.3638 0.083
```

Properties
HOMO-LUMO gap = 9.421 eV
E_tot = -1266.7411 a.u.
relative energy (zero: lowest compared OMol25 entry of this formula, charge and spin) = 3.395 eV
spin multiplicity = 1

HOMO level
In order: -7.954, -10.061, -3.572, -9.379, 1.315, -8.677
Unit: eV